(1)
Formula: C2H4F3N2O
Source: the OMol25 dataset
Level of theory: ωB97M-V/def2-TZVPD

```
12
C2H4F3N2O (ωB97M-V/def2-TZVPD)
C -0.22897 -0.51177 -0.28705
C 1.03957 2.50465 1.40708
N 0.85618 -1.23438 -0.40110
N -1.39207 -0.59203 -0.72442
O -1.85042 -1.85869 -1.26920
F 0.61742 2.58004 2.63595
F 1.02568 1.23600 0.90172
F 0.58666 3.31133 0.50929
H 1.65668 -0.89134 0.20025
H 0.89413 -2.30166 -0.59592
H -2.15789 0.15150 -0.93613
H -1.04696 -2.39365 -1.44048
```

Calculated values
* max |F|: 3.848 eV/Å
* frontier orbital gap (spin up / spin down): 0.4353 / 0.2217 Ha
* relative energy (zero: lowest compared OMol25 entry of this formula, charge and spin): 468.6 kJ/mol
* electronic energy: -562.4653 hartree
* charge: +1

***

(2)
Formula: C3H8N4O
Source: the OMol25 dataset
Level of theory: ωB97M-V/def2-TZVPD

```
16
C3H8N4O (ωB97M-V/def2-TZVPD)
C 2.14531 -0.07558 -0.34970
C 1.30922 -1.35173 -0.12175
C -2.25801 -0.36921 -0.10545
H 1.76047 0.53014 1.70363
H 0.65637 1.59887 0.23605
H 3.34999 -0.35747 -0.14855
H 2.00169 0.26590 -1.31890
H 1.88001 -2.10792 0.43729
H -0.48886 0.43181 -0.66387
H -3.67714 1.24786 0.46559
H -1.88389 1.74938 -0.53469
N 1.69487 0.94010 0.59427
N -0.04610 -1.58755 -0.01043
N -0.82676 -0.55487 -0.41514
N -2.81251 0.90131 -0.25014
O -2.80466 -1.26106 0.48179
```

Calculated values
* max |F|: 5.793 eV/Å
* frontier orbital gap: 0.3058 Ha
* relative energy (zero: lowest compared OMol25 entry of this formula, charge and spin): 641.5 kJ/mol
* electronic energy: -413.1717 hartree
* charge: 0

***

(3)
Formula: C33H36IMnN2O2PS
Source: the OMol25 dataset
Level of theory: ωB97M-V/def2-TZVPD

```
77
C33H36IMnN2O2PS (ωB97M-V/def2-TZVPD)
Mn -0.09420 -0.00076 -0.01907
C -1.20726 0.77934 5.52968
C -0.35041 -0.41010 5.10140
N -1.06246 -1.35842 4.24528
C -1.82533 -2.43556 4.89734
C -3.32931 -2.17082 4.90362
C -1.07358 -1.26525 2.91668
S -0.30716 0.17742 2.25755
N -1.69660 -2.21730 2.24475
C -1.66711 -2.39949 0.93320
O -0.99924 -1.70886 0.11019
C -2.50590 -3.49267 0.40152
C -3.18714 -4.36096 1.25250
C -3.96015 -5.37959 0.72426
C -4.06165 -5.53874 -0.65134
C -3.38788 -4.67410 -1.50400
C -2.61098 -3.65709 -0.97926
H -0.61477 1.46122 6.13901
H -2.06542 0.45027 6.11570
H -1.56866 1.32216 4.65583
H -0.02123 -0.95993 5.98170
H 0.53864 -0.06285 4.57746
H -1.45599 -2.50996 5.91826
H -1.61036 -3.37336 4.38918
H -3.56281 -1.27174 5.47422
H -3.85376 -3.01118 5.35901
H -3.69429 -2.04768 3.88589
H -3.09775 -4.22828 2.32138
H -4.48687 -6.05697 1.38330
H -4.66338 -6.33902 -1.06177
H -3.46795 -4.79454 -2.57640
H -2.07236 -2.97790 -1.62691
C -5.40527 1.05488 2.09298
C -4.35165 1.62497 2.79196
C -3.16767 1.93304 2.14251
C -3.02316 1.68601 0.77532
C -4.08225 1.09841 0.08561
C -5.26468 0.78810 0.74028
P -1.40602 2.01341 -0.02534
C -1.78525 2.67365 -1.68246
C -2.34010 1.83069 -2.64941
C -2.62262 2.30530 -3.91951
C -2.32554 3.62035 -4.25154
C -1.73484 4.45067 -3.31241
C -1.46298 3.98289 -2.03459
C -0.71252 3.40414 0.90623
C -1.50140 4.50858 1.23365
C -0.94963 5.56247 1.93973
C 0.38632 5.52467 2.32247
C 1.17538 4.43442 1.99046
C 0.62854 3.37503 1.28106
H -6.33537 0.82807 2.59722
H -4.44984 1.83195 3.85014
H -2.35142 2.37303 2.69779
H -4.00549 0.88326 -0.96892
H -6.07578 0.33376 0.18659
H -2.54336 0.79351 -2.41782
H -3.06554 1.64377 -4.65336
H -2.55766 3.99574 -5.23943
H -1.47490 5.46793 -3.57399
H -0.99702 4.63604 -1.30955
H -2.54391 4.53499 0.93914
H -1.56363 6.41662 2.19364
H 0.81002 6.35077 2.87829
H 2.21786 4.40703 2.27847
H 1.25000 2.52742 1.01375
I 2.47254 -0.03328 -0.04089
C -0.16741 -1.21774 -4.03795
C 0.21332 -0.08927 -3.13814
C 1.07496 1.01046 -3.64517
O -0.14419 -0.11162 -1.96588
H -0.07759 -0.95811 -5.08876
H -1.17753 -1.55983 -3.81464
H 0.51324 -2.04765 -3.82286
H 1.03880 1.09530 -4.72768
H 2.10378 0.78109 -3.34344
H 0.81096 1.95818 -3.17621
```

Calculated values
* max |F|: 1.189 eV/Å
* ⟨S²⟩: 6.1882
* frontier orbital gap (spin up / spin down): 0.2331 / 0.2831 Ha
* relative energy (zero: lowest compared OMol25 entry of this formula, charge and spin): 40.8 kJ/mol
* multiplicity: 5
* electronic energy: -3727.2428 hartree
* charge: +1

***

(4)
Formula: C8H8NS
Source: the OMol25 dataset
Level of theory: ωB97M-V/def2-TZVPD

```
18
C8H8NS (ωB97M-V/def2-TZVPD)
C 2.02344 0.27345 0.53576
C 2.16553 -1.04833 0.52382
C 1.20848 1.20028 -0.38794
C 1.34113 -1.88600 -0.34938
C -0.08616 1.12803 -0.52563
C 0.06429 -1.67482 -0.31476
C -1.93763 1.67984 0.72256
C -2.09300 -0.25316 -0.64285
N -1.32133 0.91170 -0.13144
S -1.47988 -1.82419 0.05230
H 2.76055 0.82710 1.12091
H 2.88343 -1.71540 0.98778
H 1.99318 1.89442 -0.82825
H 1.83534 -2.73690 -0.90617
H -2.91526 1.34702 1.04605
H -1.44147 2.57696 1.04729
H -3.05920 -0.22587 -0.32530
H -1.94144 -0.47411 -1.62475
```

Calculated values
* max |F|: 3.211 eV/Å
* frontier orbital gap (spin up / spin down): 0.1958 / 0.2234 Ha
* relative energy (zero: lowest compared OMol25 entry of this formula, charge and spin): 560.0 kJ/mol
* electronic energy: -762.0582 hartree
* charge: +1

***

> What is the formula in the fourth record?

C8H8NS